ORCA calculation (ωB97M-V/def2-TZVPD) on a cluster of 6 separate species, C46H99N5O6 in total in a non-equilibrium geometry.

Calculated values
**Gap between HOMO and LUMO**: 8.44 eV
**Lowest unoccupied orbital energy**: 0.307 eV
**Energy above the lowest of the compared OMol25 structures with the same formula, charge and spin**: 0.533 eV
**SMILES**: CC1(C)CCCC(C)(C)N1O.CC1(C)CCCC(C)(C)N1O.CC1(C)CCCC(C)(C)N1O.CC1(C)CCCC(C)(C)N1O.CC1(C)CCCC(C)(C)N1O.CO
**E_HOMO**: -8.1 eV

```
! RIJCOSX wB97M-V def2-TZVPD def2/J DEFGRID3
* xyz 0 1
C 2.90 -3.42 3.69
C 3.76 -4.64 3.34
C 2.82 -5.82 3.07
C 2.31 -5.83 1.62
C 3.47 -5.73 0.63
C 4.34 -4.51 0.88
N 4.72 -4.41 2.29
O 5.56 -3.31 2.58
C 5.65 -4.69 0.11
C 3.66 -3.23 0.35
C 4.50 -5.06 4.62
H 2.26 -3.59 4.56
H 2.18 -3.15 2.90
H 3.48 -2.53 3.94
H 3.27 -6.81 3.14
H 1.97 -5.77 3.74
H 1.65 -4.98 1.45
H 1.75 -6.73 1.39
H 3.10 -5.68 -0.39
H 4.05 -6.64 0.79
H 5.49 -4.99 -0.93
H 6.26 -3.78 0.08
H 6.29 -5.45 0.56
H 3.65 -3.21 -0.74
H 2.63 -3.10 0.67
H 4.14 -2.33 0.75
H 3.90 -5.56 5.38
H 5.12 -4.28 5.06
H 5.25 -5.82 4.35
H 5.07 -2.51 2.30
C -0.28 -2.20 -1.90
C -0.82 -3.55 -1.42
C -2.35 -3.57 -1.35
C -2.96 -3.74 -2.73
C -2.43 -5.01 -3.38
C -0.91 -4.98 -3.52
N -0.33 -4.65 -2.24
O 1.09 -4.71 -2.27
C -0.48 -6.41 -3.86
C -0.55 -4.09 -4.74
C -0.31 -3.76 0.02
H 0.79 -2.13 -1.76
H -0.70 -1.36 -1.36
H -0.58 -2.04 -2.94
H -2.59 -4.45 -0.73
H -2.76 -2.70 -0.85
H -2.64 -2.87 -3.31
H -4.05 -3.65 -2.72
H -2.88 -5.01 -4.38
H -2.77 -5.90 -2.85
H -0.80 -7.08 -3.05
H -1.02 -6.72 -4.76
H 0.58 -6.57 -4.01
H 0.44 -3.65 -4.64
H -0.59 -4.73 -5.61
H -1.25 -3.27 -4.91
H -0.64 -2.95 0.67
H 0.77 -3.66 -0.06
H -0.58 -4.74 0.41
H 1.26 -5.48 -1.72
C 0.00 4.99 4.68
C 0.33 5.40 3.24
C 0.94 6.79 3.36
C 1.72 7.26 2.13
C 2.77 6.19 1.87
C 2.18 4.80 1.59
N 1.31 4.45 2.69
O 0.78 3.15 2.48
C 1.49 4.93 0.22
C 3.39 3.87 1.45
C -1.01 5.50 2.49
H -0.46 3.99 4.67
H -0.76 5.63 5.12
H 0.84 4.90 5.36
H 0.12 7.53 3.47
H 1.47 7.04 4.29
H 2.18 8.23 2.30
H 1.02 7.29 1.29
H 3.42 6.15 2.76
H 3.39 6.51 1.03
H 2.21 5.29 -0.53
H 1.28 3.95 -0.24
H 0.60 5.53 0.21
H 4.15 4.23 0.77
H 3.80 3.71 2.45
H 3.00 2.95 1.00
H -1.38 4.51 2.24
H -0.90 5.99 1.53
H -1.70 6.03 3.15
H 1.42 2.63 2.97
C -3.91 -0.57 3.27
C -3.73 0.54 2.23
C -5.00 0.62 1.38
C -6.16 1.29 2.10
C -5.77 2.59 2.79
C -4.43 2.58 3.58
N -3.46 1.86 2.77
O -2.18 1.89 3.43
C -4.02 4.05 3.57
C -4.71 2.04 4.99
C -2.60 0.18 1.28
H -3.96 -1.54 2.78
H -4.68 -0.44 4.02
H -2.96 -0.66 3.82
H -4.81 1.14 0.44
H -5.39 -0.37 1.13
H -6.50 0.63 2.91
H -7.04 1.44 1.46
H -6.58 2.83 3.48
H -5.74 3.37 2.02
H -4.69 4.73 4.09
H -3.01 4.08 3.99
H -3.88 4.37 2.54
H -3.86 1.45 5.33
H -4.83 2.86 5.69
H -5.61 1.44 5.08
H -1.68 0.04 1.83
H -2.46 0.99 0.55
H -2.89 -0.69 0.69
H -1.59 2.34 2.81
C -2.02 2.57 -4.04
C -1.41 2.05 -5.33
C -0.91 3.15 -6.27
C 0.48 3.70 -5.92
C 1.13 3.11 -4.66
C 1.03 1.59 -4.56
N -0.26 1.18 -5.09
O -0.57 -0.17 -4.85
C 2.13 0.89 -5.36
C 1.20 1.23 -3.08
C -2.47 1.24 -6.09
H -1.25 2.89 -3.33
H -2.49 1.77 -3.45
H -2.80 3.33 -4.12
H -0.94 2.77 -7.29
H -1.56 4.02 -6.21
H 0.58 4.79 -5.89
H 1.12 3.36 -6.75
H 0.65 3.54 -3.79
H 2.18 3.40 -4.76
H 3.09 0.77 -4.86
H 1.84 -0.13 -5.63
H 2.28 1.44 -6.30
H 1.16 0.14 -2.93
H 2.09 1.66 -2.63
H 0.33 1.54 -2.47
H -2.74 0.44 -5.41
H -2.08 0.85 -7.03
H -3.43 1.75 -6.16
H -0.75 -0.19 -3.89
C 1.69 0.14 0.59
O 1.17 -0.44 1.80
H 0.87 0.12 -0.12
H 2.03 1.16 0.79
H 2.50 -0.52 0.27
H 1.80 -0.47 2.52
*
```